Entry 1:
DFT (ωB97M-V with the def2-TZVPD basis set) results for the ion C8H12N3 with charge +1.

```
23
Properties=species:S:1:pos:R:3:forces:R:3:lowdin_charge:R:1
N 0.702 -0.546 -2.311 -2.249 1.258 1.576 0.09
N 1.815 0.873 -0.764 -0.331 -1.918 -3.206 0.20
N -0.613 -0.135 -1.857 1.436 0.561 -1.630 0.04
C 1.789 -0.046 -1.704 0.465 2.478 2.184 -0.05
C 1.371 2.601 0.721 -2.933 2.532 0.797 0.00
C 0.883 0.281 1.354 -0.730 0.485 -1.434 0.00
C -0.072 -0.656 1.319 1.542 0.340 -1.078 -0.03
C 1.260 1.259 0.319 1.075 -3.185 1.074 -0.29
C -2.217 -1.805 1.023 0.458 -0.026 2.444 -0.05
C -1.362 -0.668 -0.839 0.836 0.104 -0.628 -0.08
C -1.063 -1.056 0.394 -1.823 -0.379 0.056 -0.26
H 0.752 -1.528 -2.443 0.193 -1.112 -0.844 0.15
H -0.142 -1.087 2.263 -0.531 -1.056 1.439 0.10
H -2.084 -2.898 0.900 -0.120 0.530 0.433 0.10
H 1.397 3.272 -0.106 -0.126 0.524 -0.783 0.10
H -1.218 0.014 -2.661 0.785 0.071 -0.062 0.15
H 2.241 2.830 1.268 1.113 -0.139 1.073 0.11
H 2.756 -0.257 -2.140 0.035 -0.689 -0.010 0.16
H -2.367 -0.693 -1.198 -0.749 -0.473 0.170 0.13
H 0.444 2.794 1.342 1.228 0.293 -0.440 0.14
H 1.178 0.469 2.346 0.894 0.685 0.926 0.11
H -3.180 -1.537 0.646 -0.499 0.158 -0.633 0.07
H -2.267 -1.482 2.126 0.031 -1.040 -1.425 0.11
```
Positions in Å, forces in eV/Å.

Summary:
ΔE to the lowest compared entry with this formula, charge and spin (kJ/mol): 390.6
Spin multiplicity: 1
Energy (eV): -12950.7627
Charge: +1
SMILES string: Cc1ccc(C)nc[nH][nH+]c1
Gap between HOMO and LUMO (alpha / beta) (eV): 7.43 / 7.43

Entry 2:
DFT (ωB97M-V with the def2-TZVPD basis set) results for a cluster of 2 separate species, C8H12N4 in total.

```
24
Properties=species:S:1:pos:R:3:forces:R:3:lowdin_charge:R:1
N 3.115 1.946 -2.710 0.068 0.285 1.063 0.25
N 3.024 -1.672 0.115 -0.717 0.696 -0.537 0.01
N 4.193 -1.688 0.159 0.435 1.393 0.553 0.29
N 2.008 -1.113 -0.134 -0.485 -1.646 -0.178 0.19
C -1.983 -0.746 1.309 -1.557 -0.444 -0.301 -0.24
C 0.431 -0.644 1.670 -0.036 -0.034 1.209 0.02
C 2.891 1.304 -1.637 5.147 1.034 0.919 0.17
C -1.772 -1.249 0.008 0.537 0.004 0.013 0.03
C -0.922 -0.510 2.122 4.247 -0.515 1.187 -0.01
C -0.456 -1.347 -0.435 0.250 0.621 0.526 0.00
C -3.346 -0.506 1.878 -1.312 -0.561 -3.306 -0.01
C 0.683 -1.054 0.351 -1.379 0.693 1.844 -0.23
H -4.134 -0.525 1.027 1.236 0.191 1.498 0.13
H -3.650 -1.238 2.571 -0.162 -1.269 0.842 0.09
H 2.416 2.236 -3.355 -1.229 -0.289 -0.694 0.16
H -2.643 -1.589 -0.602 1.017 0.527 0.375 0.15
H 1.285 -0.489 2.392 -1.126 -0.118 -0.816 0.14
H 3.964 2.439 -2.893 1.187 0.063 0.106 0.16
H 4.903 -2.400 0.100 -0.286 -1.098 -0.072 0.16
H -0.197 -1.569 -1.406 -0.111 -0.937 -2.264 0.09
H -0.968 -0.431 3.223 -0.606 0.579 -0.810 0.15
H 3.722 1.124 -0.822 -1.390 0.655 -2.032 0.18
H 2.010 0.892 -1.424 -3.733 -1.299 0.373 0.05
H -3.401 0.400 2.403 0.005 1.469 0.502 0.08
```
Positions in Å, forces in eV/Å.

Summary:
ΔE to the lowest compared entry with this formula, charge and spin (kJ/mol): 531.6
Spin multiplicity: 1
Energy (eV): -14428.9061
Charge: +2
Gap between HOMO and LUMO (alpha / beta) (eV): 6.69 / 6.70

Entry 3:
DFT (ωB97M-V with the def2-TZVPD basis set) results for a structure of composition C8H12N4OPdS4.

```
30
Properties=species:S:1:pos:R:3:forces:R:3:lowdin_charge:R:1
Pd 0.430 -1.163 0.929 0.307 0.311 0.019 0.10
S -0.599 0.872 1.558 -1.401 -0.912 1.365 0.56
S -0.091 -3.134 1.958 -0.182 -0.705 -0.146 0.33
S 1.893 0.125 -0.276 0.899 0.290 -0.701 0.52
S -3.624 1.455 -1.437 0.731 -0.786 0.203 0.77
O -4.734 2.385 -1.693 -1.199 0.973 -0.151 -0.60
N -0.405 4.498 1.181 -0.406 1.973 0.371 0.11
N 0.844 -3.525 -0.678 -1.007 -1.539 0.018 -0.04
N 2.466 -3.336 1.083 0.286 -1.124 -0.909 -0.15
N 2.622 3.659 -1.240 0.838 1.106 -0.648 0.11
C 0.257 2.019 0.718 2.059 2.857 0.022 -0.87
C 2.114 2.828 -0.641 -0.956 -1.314 0.676 -0.33
C 1.122 -3.067 0.663 -0.443 0.796 0.392 -1.11
C -3.639 0.885 0.261 2.100 0.974 1.171 -0.33
C 1.414 1.767 0.025 -0.512 -0.412 -0.475 -0.79
C -0.026 3.445 0.970 0.040 -3.003 -0.483 -0.32
C 3.512 -3.057 0.108 1.857 2.442 0.729 -0.19
C -2.081 2.392 -1.370 -3.221 2.451 2.774 -0.25
H 3.523 -1.965 -0.152 -0.199 -0.560 0.057 0.01
H -0.080 -3.129 -0.898 0.652 -0.087 -0.001 0.04
H -2.221 3.297 -0.593 0.425 -2.140 -1.646 0.11
H -1.447 1.656 -1.017 2.129 -1.042 0.388 -0.02
H -3.471 1.684 1.054 -0.710 -0.519 -1.197 0.07
H 4.550 -3.166 0.578 -1.349 -0.378 -0.392 0.08
H -1.974 2.789 -2.329 0.706 0.382 -1.502 0.02
H 3.524 -3.528 -0.862 -0.563 -0.839 0.100 0.05
H 0.647 -4.564 -0.657 0.480 1.174 0.053 0.07
H -4.500 0.275 0.476 -0.235 -0.269 -0.110 0.03
H -2.640 0.365 0.390 -1.280 -0.116 -0.294 -0.02
H 2.612 -2.762 1.893 0.151 0.018 0.314 0.06
```
Positions in Å, forces in eV/Å.

Summary:
ΔE to the lowest compared entry with this formula, charge and spin (kJ/mol): 69.0
Spin multiplicity: 1
Energy (eV): -63319.9311
Charge: -2
Gap between HOMO and LUMO (eV): 5.55

Entry 4:
DFT (ωB97M-V with the def2-TZVPD basis set) results for a structure of composition C8H12N5PS.

```
27
Properties=species:S:1:pos:R:3:forces:R:3:lowdin_charge:R:1
S 1.735 -1.959 0.322 -0.383 0.572 -0.111 0.32
P 0.382 -0.607 0.054 1.800 1.986 -0.942 0.54
N -0.580 -0.332 1.423 0.330 0.005 -0.077 -0.21
N -0.724 -0.972 -1.173 0.353 0.184 0.104 -0.22
N -2.083 0.435 2.851 -0.579 0.401 0.119 0.07
N -2.174 -0.770 -2.826 -0.433 0.512 -0.317 0.07
N 1.222 1.486 -0.670 -2.419 -2.808 0.778 -0.21
C -1.551 -0.139 -1.887 -0.074 0.231 -0.025 -0.22
C -1.700 0.448 1.620 -0.051 0.079 -0.227 -0.21
C 2.409 1.132 -1.374 0.365 -0.366 -0.121 -0.22
C -1.753 -2.069 -2.763 0.308 -0.194 0.277 -0.14
C -0.262 -0.842 2.672 0.144 -0.142 0.483 -0.14
C 1.445 2.235 0.530 0.069 0.005 0.463 -0.19
C -0.850 -2.217 -1.761 -0.205 -0.539 -0.202 -0.13
C -1.200 -0.366 3.525 0.255 -0.114 -0.149 -0.14
H -1.307 -0.544 4.577 0.048 -0.076 0.156 0.10
H 2.810 2.048 -1.819 0.041 0.037 -0.020 0.09
H 0.509 2.332 1.082 0.091 0.089 0.034 0.06
H 3.191 0.686 -0.742 0.007 -0.026 -0.042 0.07
H 2.214 1.808 1.187 0.037 0.020 0.039 0.08
H -0.308 -3.066 -1.397 0.114 -0.091 0.046 0.08
H -2.183 0.979 0.824 -0.062 0.084 -0.225 0.11
H 2.155 0.444 -2.180 0.148 0.028 -0.041 0.07
H 1.771 3.237 0.238 0.021 0.068 0.011 0.09
H 0.582 -1.488 2.811 0.048 -0.050 -0.016 0.07
H -1.629 0.908 -1.676 0.053 0.284 0.077 0.11
H -2.122 -2.806 -3.448 -0.025 -0.180 -0.074 0.10
```
Positions in Å, forces in eV/Å.

Summary:
ΔE to the lowest compared entry with this formula, charge and spin (kJ/mol): 26.1
Spin multiplicity: 1
Energy (eV): -36064.1881
Charge: 0
Gap between HOMO and LUMO (alpha / beta) (eV): 8.30 / 8.30

Entry 5:
DFT (ωB97M-V with the def2-TZVPD basis set) results for the ion C8H12N5S with charge +1.

```
26
Properties=species:S:1:pos:R:3:forces:R:3:lowdin_charge:R:1
S 0.577 -2.914 -1.078 0.071 0.055 0.312 1.17
N 1.395 -0.734 -0.271 -1.169 1.634 1.828 -0.05
N -2.053 -1.282 0.961 0.969 2.226 1.447 0.13
N 0.701 1.441 -0.762 0.716 1.187 0.262 0.15
N -1.287 0.171 -0.834 -0.913 -1.189 1.170 0.14
N -1.085 2.038 -2.100 1.520 0.871 -0.632 0.16
C -0.940 -0.657 0.298 3.150 0.060 1.920 -0.37
C -0.749 1.464 1.931 4.683 -0.831 2.815 -0.02
C 2.463 -1.239 -0.882 -1.670 -2.405 -0.542 -0.11
C -0.476 1.187 -1.216 0.669 1.274 0.083 -0.47
C 0.299 -1.449 -0.222 -0.638 -1.587 -0.839 -0.38
C 0.021 0.329 1.333 -0.992 -1.043 -2.425 -0.16
C 1.176 0.645 0.304 -1.418 -1.611 0.831 -0.20
C 2.219 -2.465 -1.370 -0.841 0.426 0.281 -0.29
H 3.371 -0.825 -0.983 2.794 2.045 0.057 0.12
H -2.277 -2.239 0.904 0.166 -1.243 -0.787 0.07
H 0.043 2.202 2.194 -1.033 0.184 -0.329 0.12
H -2.000 2.254 -1.786 -1.048 0.145 -0.077 0.09
H 2.095 0.786 0.900 -0.189 1.345 -0.964 0.17
H -1.975 -1.061 1.972 -0.347 -0.216 -1.049 0.11
H -1.468 1.747 1.340 -3.599 2.404 -3.502 0.02
H 3.000 -2.996 -1.835 0.211 -1.121 -0.612 0.09
H -1.239 1.227 2.853 -0.056 -0.589 0.688 0.09
H -0.531 2.904 -2.250 -0.495 -1.041 0.055 0.13
H 0.518 -0.183 2.120 -0.024 -1.358 0.559 0.13
H -1.799 -0.351 -1.519 -0.517 0.378 -0.551 0.16
```
Positions in Å, forces in eV/Å.

Summary:
ΔE to the lowest compared entry with this formula, charge and spin (kJ/mol): 53.2
Spin multiplicity: 1
Energy (eV): -26768.8398
Charge: +1
Gap between HOMO and LUMO (eV): 9.19